Entry 1:
Density functional theory data (ωB97M-V/def2-TZVPD) for a 2-piece molecular cluster, C5H10N2O overall.

XYZ file:
```
18
Properties=species:S:1:pos:R:3:forces:R:3:nbo_charge:R:1
C -0.947 -0.212 0.903 -0.925 2.127 0.087 -0.44
C 1.140 0.065 -1.611 -0.295 -0.990 1.405 -0.30
C -1.511 -0.590 2.261 0.499 -0.271 0.367 -0.60
C -0.076 0.827 0.871 0.119 -1.303 0.406 0.51
N 0.095 0.806 -2.284 -0.287 0.147 0.402 -0.85
C 0.525 -1.137 -0.525 3.407 -0.384 -3.724 0.38
N 0.827 1.614 0.974 -0.613 0.617 0.162 -0.63
O 1.338 -1.845 0.053 -0.975 0.960 0.320 -0.61
H -1.703 -0.268 0.124 0.402 0.069 -0.339 0.26
H 1.820 1.446 0.850 -0.180 -0.379 -0.112 0.41
H 0.420 1.302 -3.105 0.107 -0.222 0.006 0.37
H -0.293 1.512 -1.668 -0.021 0.019 -0.048 0.35
H -0.249 -1.558 -1.191 -0.989 -0.102 0.974 0.13
H 1.959 0.655 -1.175 -0.257 -0.026 0.218 0.15
H 1.628 -0.582 -2.342 -0.165 -0.223 0.087 0.21
H -1.915 -1.601 2.302 0.213 -0.074 -0.246 0.22
H -2.330 0.071 2.549 0.049 0.123 -0.102 0.22
H -0.728 -0.504 3.014 -0.089 -0.088 0.136 0.22
```
Forces are in eV/Å.

- SMILES = CC=C=N.NCC=O
- HOMO (hartree) = -0.3167
- frontier orbital gap (Ha) = 0.3452
- relative energy (zero: lowest compared OMol25 entry of this formula, charge and spin) (kcal per mole) = 98.6
- spin multiplicity = 1
- total charge = 0


Entry 2:
Density functional theory data (ωB97M-V/def2-TZVPD) for C5H10N2O as an isolated structure.

XYZ file:
```
18
Properties=species:S:1:pos:R:3:forces:R:3:nbo_charge:R:1
C -0.494 0.325 0.354 -0.546 0.526 0.664 0.51
C -1.203 -0.942 0.830 0.085 0.176 0.110 -0.69
C 0.556 -0.012 -0.707 -0.006 0.496 -0.177 0.22
N -1.794 1.121 -0.674 0.496 0.966 0.871 -0.91
C 1.882 -0.401 -0.209 0.360 -0.059 0.043 -0.29
C 2.314 -0.234 1.037 -0.118 -0.143 -0.051 -0.30
O -0.275 1.289 1.149 0.650 -0.863 0.077 -0.78
N 0.259 0.070 -1.942 0.005 0.044 -0.207 -0.67
H -1.577 2.007 -0.115 -0.776 -1.418 -1.475 0.45
H -1.418 1.046 -1.618 -0.171 0.366 -0.092 0.44
H -2.735 0.766 -0.573 -0.027 0.184 -0.035 0.39
H 1.043 -0.134 -2.564 0.024 -0.131 0.209 0.34
H 2.538 -0.827 -0.964 -0.004 -0.073 0.042 0.20
H -1.576 -1.526 -0.009 -0.004 -0.106 -0.043 0.21
H -0.486 -1.540 1.391 0.014 -0.078 0.041 0.23
H -2.021 -0.672 1.494 -0.022 0.027 0.052 0.22
H 1.695 0.239 1.783 -0.111 0.035 0.055 0.23
H 3.293 -0.576 1.337 0.149 0.051 -0.085 0.20
```
Forces are in eV/Å.

- HOMO (hartree) = -0.3141
- frontier orbital gap (Ha) = 0.3384
- relative energy (zero: lowest compared OMol25 entry of this formula, charge and spin) (kcal per mole) = 52.4
- spin multiplicity = 1
- total charge = 0


Entry 3:
Density functional theory data (ωB97M-V/def2-TZVPD) for C5H10N2O as an isolated structure.

XYZ file:
```
18
Properties=species:S:1:pos:R:3:forces:R:3:nbo_charge:R:1
C 2.326 -0.252 0.335 0.037 0.155 0.677 -0.64
C 0.265 -1.654 0.000 -0.265 0.207 -0.340 -0.63
C 0.178 0.887 -0.204 5.555 -4.337 -0.724 0.34
C 0.851 -0.275 0.043 0.743 1.093 0.803 -0.04
N -2.361 0.129 0.599 0.661 -0.435 1.341 -0.86
C -1.794 0.898 -0.412 -2.917 1.225 -4.800 0.38
O 0.843 2.091 -0.066 -1.102 0.037 -0.329 -0.68
N -0.766 0.822 -1.234 -3.572 1.682 3.189 -0.51
H 0.431 2.650 -0.744 0.276 0.145 0.132 0.48
H -2.855 -0.665 0.198 0.604 -0.176 -0.012 0.40
H -3.073 0.648 1.104 0.193 0.153 -0.212 0.38
H -2.572 1.574 -0.809 -0.305 0.373 0.121 0.11
H 2.496 -0.331 1.414 0.344 -0.032 -0.010 0.21
H 2.821 0.651 -0.030 -0.238 0.023 0.145 0.22
H 2.828 -1.097 -0.147 -0.217 -0.090 0.102 0.21
H -0.823 -1.673 0.020 0.142 0.033 0.076 0.21
H 0.572 -2.167 -0.917 0.135 -0.094 -0.023 0.21
H 0.635 -2.236 0.852 -0.073 0.037 -0.137 0.22
```
Forces are in eV/Å.

- HOMO (hartree) = -0.2682
- frontier orbital gap (Ha) = 0.2751
- relative energy (zero: lowest compared OMol25 entry of this formula, charge and spin) (kcal per mole) = 100.5
- spin multiplicity = 1
- total charge = 0


Entry 4:
Density functional theory data (ωB97M-V/def2-TZVPD) for C5H10N2O in the gas phase.

XYZ file:
```
18
Properties=species:S:1:pos:R:3:forces:R:3:nbo_charge:R:1
C -2.270 0.039 -0.064 1.975 2.006 -2.435 0.82
C 0.673 -1.246 -0.905 1.291 -2.396 2.051 -0.59
C 1.402 0.990 -0.180 2.926 1.184 -1.363 -0.63
C 0.140 -0.455 1.460 -4.131 0.805 -1.678 -0.64
C 0.318 -0.061 -0.056 -0.511 -0.013 1.174 0.06
N -1.946 1.387 -0.211 1.345 -1.875 2.788 -0.56
N -0.938 0.328 -0.721 -3.110 -1.484 0.926 -0.34
O -3.070 -0.730 0.360 0.932 0.641 -0.324 -0.51
H 0.078 -2.160 -0.608 0.584 0.945 -0.288 0.21
H 0.435 -1.018 -1.888 -0.077 0.279 -1.996 0.23
H 1.769 -1.498 -0.787 -1.137 0.186 -0.220 0.21
H 1.862 1.208 -1.281 -1.412 -1.010 2.276 0.22
H 2.332 0.601 0.423 -1.744 0.999 -1.024 0.22
H 1.132 2.027 0.134 0.010 -0.962 0.313 0.23
H -0.566 0.361 1.883 1.593 -1.013 -0.162 0.22
H -0.551 -1.404 1.538 2.040 1.425 0.036 0.23
H 1.122 -0.413 1.836 0.736 -0.606 1.302 0.22
H -1.921 2.046 -0.931 -1.309 0.888 -1.376 0.41
```
Forces are in eV/Å.

- SMILES = CC(C)(C)N1NC1=O
- HOMO (hartree) = -0.3556
- frontier orbital gap (Ha) = 0.3855
- relative energy (zero: lowest compared OMol25 entry of this formula, charge and spin) (kcal per mole) = 94.2
- spin multiplicity = 1
- total charge = 0


Entry 5:
Density functional theory data (ωB97M-V/def2-TZVPD) for a 2-piece molecular cluster, C5H10N2O overall.

XYZ file:
```
18
Properties=species:S:1:pos:R:3:forces:R:3:nbo_charge:R:1
C -0.042 -0.120 -1.517 -0.936 2.544 0.636 0.02
C 0.876 -2.559 1.487 0.092 0.016 -0.108 -0.26
C 0.391 1.042 0.993 -1.552 0.945 -0.926 -0.74
C 0.647 -0.344 0.673 -1.204 -1.631 -1.448 0.63
C -1.646 2.130 -1.502 0.390 0.175 -0.169 -0.10
O 0.909 -1.144 1.710 0.313 0.263 -0.085 -0.48
N 0.359 -0.889 -0.491 0.758 -0.321 2.106 -0.58
N -1.569 1.031 -0.908 0.246 -1.997 -1.706 -0.52
H 0.595 0.728 -1.790 -0.018 -0.162 -0.232 0.16
H -0.470 -0.681 -2.346 -0.290 0.404 0.158 0.20
H -0.119 -2.869 1.166 0.052 0.058 -0.006 0.20
H 1.601 -2.849 0.725 -0.072 0.025 0.068 0.19
H 1.129 -3.006 2.446 -0.014 0.045 -0.052 0.19
H 0.479 1.267 2.050 -0.118 0.072 -0.036 0.24
H -0.694 1.219 0.468 2.065 -0.422 1.704 0.32
H 0.955 1.734 0.366 0.350 -0.021 0.116 0.23
H -0.778 2.718 -1.850 -0.016 -0.245 -0.440 0.12
H -2.621 2.592 -1.681 -0.043 0.252 0.421 0.16
```
Forces are in eV/Å.

- HOMO (hartree) = -0.2971
- frontier orbital gap (Ha) = 0.3279
- relative energy (zero: lowest compared OMol25 entry of this formula, charge and spin) (kcal per mole) = 98.2
- spin multiplicity = 1
- total charge = 0


Entry 6:
Density functional theory data (ωB97M-V/def2-TZVPD) for a 2-piece molecular cluster, C5H10N2O overall.

XYZ file:
```
18
Properties=species:S:1:pos:R:3:forces:R:3:nbo_charge:R:1
C -0.767 -0.723 1.562 0.083 -0.547 -0.595 -0.51
C 0.498 -1.505 1.936 -0.086 0.039 -0.021 -0.59
C -0.450 0.598 1.033 0.337 3.146 2.060 0.36
N -0.223 1.749 1.031 -0.259 -2.299 0.477 -0.40
H -1.348 -1.258 0.807 -0.010 -0.051 0.111 0.24
H -1.399 -0.581 2.440 -0.012 0.067 -0.085 0.25
H 1.146 -1.647 1.073 0.001 0.037 -0.029 0.21
H 1.059 -0.972 2.702 0.014 -0.035 -0.003 0.22
H 0.227 -2.489 2.315 -0.005 -0.013 0.060 0.22
C 0.565 -0.581 -1.733 0.052 0.758 -0.134 -0.25
C -0.181 1.750 -1.332 -0.050 -2.383 -2.238 0.43
O -0.411 0.293 -1.183 -0.349 1.770 -0.735 -0.58
N -1.141 2.447 -1.727 0.208 -0.668 0.339 -0.64
H -0.894 3.407 -1.940 0.231 0.057 0.283 0.36
H 0.896 1.959 -1.358 -0.291 0.167 0.453 0.16
H 0.276 -1.602 -1.484 -0.013 0.131 0.111 0.20
H 0.594 -0.488 -2.821 0.080 -0.035 -0.017 0.18
H 1.555 -0.356 -1.321 0.067 -0.142 -0.037 0.17
```
Forces are in eV/Å.

- SMILES = [H]/N=C/OC.CCC#N
- HOMO (hartree) = -0.3639
- frontier orbital gap (Ha) = 0.3957
- relative energy (zero: lowest compared OMol25 entry of this formula, charge and spin) (kcal per mole) = 62.8
- spin multiplicity = 1
- total charge = 0


Entry 7:
Density functional theory data (ωB97M-V/def2-TZVPD) for a 3-piece molecular cluster, C5H10N2O overall.

XYZ file:
```
18
Properties=species:S:1:pos:R:3:forces:R:3:nbo_charge:R:1
C -0.720 -0.566 0.473 -1.399 0.311 0.543 -0.01
C -0.939 0.889 0.874 0.389 -0.594 2.605 -0.12
C 0.357 0.724 -1.160 3.698 1.679 1.019 -0.05
C 0.729 -0.392 -0.163 6.223 10.887 -4.632 -0.01
C 0.446 -1.485 0.354 -3.521 -14.201 4.548 -0.33
H -2.308 -0.281 -0.984 2.318 -0.595 1.065 0.38
H -2.018 -1.884 -0.859 2.432 2.647 1.531 0.38
H -0.758 1.169 2.070 1.079 -0.417 -3.427 0.23
H -2.030 0.966 1.009 0.101 0.655 -1.492 0.21
H -0.221 0.509 -2.005 -0.983 -0.451 -0.842 0.21
H 1.323 1.283 -1.504 -1.566 -1.189 0.410 0.19
H 2.702 0.922 -0.024 -3.488 -3.487 2.660 0.38
H 2.293 -1.174 1.504 -0.643 4.115 -3.136 0.32
H 1.027 -1.979 1.301 -1.365 1.484 -2.282 0.22
H 0.331 -2.283 -0.389 -1.031 -0.535 0.780 0.25
N -1.457 -0.897 -0.704 -6.327 -2.025 -2.867 -0.90
N 1.775 0.068 0.651 6.064 2.769 1.891 -0.78
O -0.225 1.693 -0.251 -1.979 -1.053 1.624 -0.55
```
Forces are in eV/Å.

- HOMO (hartree) = -0.2646
- frontier orbital gap (Ha) = 0.2652
- relative energy (zero: lowest compared OMol25 entry of this formula, charge and spin) (kcal per mole) = 302.7
- spin multiplicity = 1
- total charge = 0


Entry 8:
Density functional theory data (ωB97M-V/def2-TZVPD) for a 2-piece molecular cluster, C5H10N2O overall.

XYZ file:
```
18
Properties=species:S:1:pos:R:3:forces:R:3:nbo_charge:R:1
C -2.513 1.704 -1.871 2.393 -1.141 -2.103 0.82
C -0.395 -0.343 0.898 2.630 -0.828 -0.751 -0.21
C 0.844 -0.481 0.331 -2.457 4.557 2.391 -0.15
C -0.989 0.897 1.571 -0.746 -0.589 -2.903 -0.64
C 1.343 -1.623 -0.327 1.108 -1.192 0.484 -0.65
N -1.697 1.218 -2.620 -0.782 0.090 0.807 -0.43
N -0.662 0.284 -2.611 0.074 -0.394 -1.474 -0.62
O -3.362 2.352 -1.461 -2.238 1.325 1.775 -0.50
H -0.841 -1.338 0.885 -1.094 0.433 0.422 0.18
H 1.436 0.448 0.328 0.051 -0.392 -0.169 0.18
H -0.385 1.787 1.363 -0.075 -0.171 -0.364 0.22
H -0.914 0.786 2.620 -0.857 -0.200 1.214 0.22
H -2.044 1.043 1.081 1.714 -0.024 1.627 0.22
H 2.322 -1.931 -0.021 0.704 -0.151 0.613 0.22
H 1.481 -1.411 -1.334 -0.125 0.139 -2.270 0.22
H 0.679 -2.407 -0.131 -0.917 -1.575 -0.266 0.20
H -1.030 -0.672 -2.396 0.241 1.074 -0.395 0.36
H -0.451 0.351 -3.636 0.376 -0.961 1.364 0.37
```
Forces are in eV/Å.

- SMILES = C/C=C/C.NN=C=O
- HOMO (hartree) = -0.3269
- frontier orbital gap (Ha) = 0.3486
- relative energy (zero: lowest compared OMol25 entry of this formula, charge and spin) (kcal per mole) = 78.1
- spin multiplicity = 1
- total charge = 0


Entry 9:
Density functional theory data (ωB97M-V/def2-TZVPD) for C5H10N2O in the gas phase.

XYZ file:
```
18
Properties=species:S:1:pos:R:3:forces:R:3:nbo_charge:R:1
C 0.747 -0.038 0.267 -0.989 4.399 0.962 -0.26
C -0.235 -0.449 1.446 0.802 -2.619 -1.330 -0.51
C 1.160 -0.788 -0.987 -0.537 -0.924 0.538 -0.62
C 0.004 1.294 -0.149 1.689 -0.743 -1.118 0.47
N -1.175 1.141 -0.814 -0.041 -0.088 -0.011 -0.86
C -0.800 -1.625 0.708 -2.521 -0.438 2.322 0.45
N 0.664 2.364 0.004 0.508 0.487 -0.037 -0.74
O -1.834 -1.579 0.057 1.151 -0.084 -0.113 -0.58
H 1.648 0.312 0.774 -0.059 0.065 -0.274 0.24
H -1.582 1.941 -1.270 -0.114 -0.137 0.197 0.39
H -1.689 0.274 -0.741 -0.099 0.098 -0.099 0.42
H 0.253 3.176 -0.452 -0.357 0.021 0.266 0.32
H -0.353 -2.598 0.981 0.379 -0.039 -0.742 0.13
H 0.393 -0.748 2.282 -0.280 -0.215 0.118 0.23
H -1.019 0.235 1.767 0.349 0.346 -0.458 0.25
H 1.767 -1.643 -0.689 0.055 -0.157 -0.296 0.21
H 0.297 -1.130 -1.554 0.049 -0.147 -0.129 0.22
H 1.752 -0.142 -1.631 0.015 0.174 0.205 0.24
```
Forces are in eV/Å.

- SMILES = [H]/N=C(\N)[C@H](C)CC=O
- HOMO (hartree) = -0.3337
- frontier orbital gap (Ha) = 0.3668
- relative energy (zero: lowest compared OMol25 entry of this formula, charge and spin) (kcal per mole) = 37.9
- spin multiplicity = 1
- total charge = 0


Entry 10:
Density functional theory data (ωB97M-V/def2-TZVPD) for C5H10N2O in the gas phase.

XYZ file:
```
18
Properties=species:S:1:pos:R:3:forces:R:3:nbo_charge:R:1
C -1.283 -1.325 0.039 0.009 0.149 0.151 -0.24
C 1.831 -1.184 -0.598 -0.497 2.600 -2.488 -0.40
C -0.421 2.406 0.173 -0.169 0.022 0.016 -0.71
N -0.095 -1.306 0.867 -0.766 0.054 0.650 -0.58
C -0.828 1.085 0.756 0.174 -0.057 0.173 0.59
C -0.356 -0.141 0.009 -0.632 -0.740 1.294 0.08
N 0.631 0.019 -0.992 2.246 -3.059 0.497 -0.63
O -1.443 0.972 1.796 0.038 0.071 -0.285 -0.56
H -0.300 -1.151 1.855 -0.328 0.305 -0.325 0.38
H 0.242 -0.229 -1.901 0.197 -0.071 0.151 0.36
H -1.241 -2.002 -0.808 0.018 -0.021 -0.042 0.19
H -2.250 -1.220 0.518 0.042 0.090 -0.040 0.21
H 1.709 -2.237 -0.337 -1.095 0.553 0.187 0.21
H 2.326 -1.204 -1.566 0.564 0.321 0.053 0.18
H 2.396 -0.625 0.137 0.169 -0.293 0.026 0.20
H -0.744 2.462 -0.869 0.041 0.067 0.040 0.23
H 0.668 2.462 0.162 0.007 0.012 -0.033 0.25
H -0.843 3.217 0.760 -0.018 -0.003 -0.024 0.23
```
Forces are in eV/Å.

- SMILES = CN[C@@]1(C(C)=O)CN1
- HOMO (hartree) = -0.3357
- frontier orbital gap (Ha) = 0.3713
- relative energy (zero: lowest compared OMol25 entry of this formula, charge and spin) (kcal per mole) = 69.9
- spin multiplicity = 1
- total charge = 0